{
  "formula": "C4H13NO3",
  "method": "wB97M-V/def2-TZVPD",
  "symbols": ["C", "O", "H", "O", "H", "C", "H", "H", "H", "H", "H", "H", "H", "O", "H", "H", "H", "C", "H", "C", "N"],
  "positions_angstrom": [[-1.89, 0.15, -0.63], [1.17, -2.95, -2.33], [0.48, 1.23, -1.14], [-1.61, -0.40, -1.91], [-1.89, 1.24, -0.66], [0.72, 0.11, 2.12], [-0.59, -1.18, 0.08], [0.58, -3.20, -3.06], [0.83, -2.12, -2.00], [-2.90, -0.17, -0.38], [-0.51, 1.56, 1.11], [-1.10, 0.22, -2.44], [0.28, 1.80, 3.01], [0.95, 1.12, 3.11], [1.72, -0.28, 1.90], [1.68, 1.92, 0.03], [1.79, 0.24, -0.40], [1.06, 1.05, -0.22], [0.15, -0.71, 2.56], [0.04, 0.65, 0.86], [-0.96, -0.29, 0.39]],
  "nbo_charge": [0.092, -0.941, 0.187, -0.739, 0.152, -0.062, 0.368, 0.472, 0.469, 0.172, 0.178, 0.471, 0.460, -0.715, 0.173, 0.221, 0.207, -0.623, 0.176, -0.069, -0.650],
  "orbital_gap_ha": 0.3617,
  "lumo_energy_ev": 0.58,
  "smiles": "C[C@H](CO)NCO.O"
}

---

{
  "formula": "C28H30N6O5ReS3",
  "method": "wB97M-V/def2-TZVPD",
  "symbols": ["H", "H", "N", "Re", "H", "N", "C", "N", "O", "N", "H", "C", "H", "C", "H", "C", "O", "H", "H", "C", "C", "S", "C", "C", "C", "C", "C", "C", "H", "H", "O", "H", "S", "H", "O", "C", "C", "H", "C", "H", "O", "H", "H", "H", "C", "C", "N", "H", "H", "H", "H", "H", "C", "C", "H", "H", "C", "C", "H", "C", "H", "C", "C", "C", "H", "H", "N", "C", "C", "H", "C", "S", "H"],
  "positions_angstrom": [[3.37, 1.75, 6.03], [-2.53, 0.83, -3.94], [2.54, 0.72, 1.49], [0.00, -0.26, 0.05], [-5.37, -3.43, -5.04], [-1.58, 0.61, -2.45], [2.10, -2.50, -0.78], [-0.72, 1.16, -1.48], [-1.39, -1.21, -1.10], [4.53, 0.28, 0.59], [3.09, 4.20, 6.24], [-3.03, 2.25, 2.84], [2.67, -2.57, 1.29], [-2.69, 0.82, 0.97], [0.70, 4.65, -3.07], [2.13, 1.60, 4.29], [-0.98, -2.80, 1.26], [0.45, -3.67, -1.52], [-0.81, 5.59, -3.23], [3.26, 0.72, 0.35], [1.45, -3.35, -1.85], [0.27, 3.43, -0.47], [-0.53, 2.43, -1.64], [-4.66, -2.85, -4.46], [-0.31, 4.98, -1.19], [-3.44, -0.81, -4.13], [-1.68, 2.28, 3.05], [-0.31, 4.78, -2.69], [1.72, 5.43, 4.59], [2.06, -4.23, -2.05], [-0.28, -1.36, 2.81], [1.28, -3.60, 0.88], [2.83, 1.22, -1.20], [4.81, 0.16, 1.55], [1.34, -1.29, -0.62], [1.33, 2.28, 3.37], [2.61, 3.67, 5.43], [-0.39, -1.93, 4.74], [-4.35, -1.57, -4.85], [-1.26, 2.83, 3.88], [-3.18, 0.44, -4.56], [2.24, 0.52, 4.19], [-2.69, -3.07, -1.72], [-4.61, 1.46, 1.56], [-4.07, -3.42, -3.33], [2.25, -3.23, 0.53], [-1.35, 0.86, 1.18], [-1.31, 5.21, -0.82], [-4.31, -4.43, -3.03], [-0.24, -3.29, 3.59], [3.09, -2.19, -1.11], [1.34, -2.77, -2.78], [0.60, 1.54, 2.30], [2.76, 2.29, 5.31], [0.61, 4.20, 2.74], [2.92, -4.08, 0.40], [1.83, 4.35, 4.51], [-0.70, -2.33, 3.78], [-1.79, -2.45, 3.75], [-0.83, 1.58, 2.20], [-3.02, 0.22, 0.14], [-3.55, 1.51, 1.76], [-2.83, -1.36, -2.98], [-3.16, -2.67, -2.60], [-3.70, 2.79, 3.50], [-4.81, -1.11, -5.73], [1.20, 0.81, 1.39], [-0.49, -1.72, 1.50], [1.20, 3.66, 3.48], [0.39, 5.76, -0.89], [-1.87, -0.61, -2.15], [-1.23, 3.26, -3.01], [5.22, 0.49, -0.10]],
  "lowdin_spin": [0.000, 0.000, 0.010, 0.779, 0.000, 0.008, 0.010, 0.001, 0.029, 0.004, 0.000, 0.003, 0.000, 0.006, 0.000, -0.001, 0.007, 0.000, 0.000, 0.003, 0.006, 0.001, 0.005, 0.001, 0.000, 0.001, -0.002, 0.000, 0.000, 0.001, -0.002, 0.000, 0.006, 0.000, 0.116, -0.002, -0.001, 0.000, 0.000, 0.000, 0.001, 0.000, 0.000, 0.000, 0.000, -0.001, 0.006, 0.000, 0.000, 0.000, 0.002, 0.000, -0.011, 0.000, 0.000, 0.000, 0.000, -0.001, 0.000, 0.004, 0.000, -0.003, 0.000, 0.001, 0.000, 0.000, 0.010, -0.004, -0.001, 0.000, 0.006, 0.001, 0.000],
  "spin_multiplicity": 2,
  "orbital_gap_ha": [0.2369, 0.2414],
  "lumo_energy_ev": [-0.77, -0.64]
}

---

{
  "formula": "C5H7N3",
  "method": "wB97M-V/def2-TZVPD",
  "symbols": ["H", "N", "C", "H", "H", "H", "C", "C", "C", "H", "H", "H", "N", "C", "N"],
  "positions_angstrom": [[0.35, 0.09, 2.10], [-2.03, -1.09, 0.84], [0.91, 0.41, 1.20], [-0.02, -0.06, -2.15], [1.91, 0.04, 1.25], [1.49, -0.63, -1.50], [0.78, 0.10, -1.37], [-0.97, 1.13, -0.15], [-0.80, -1.23, 0.19], [-0.22, -2.12, 0.45], [1.24, 1.08, -1.47], [1.00, 1.48, 1.29], [-1.56, 2.12, -0.29], [0.02, 0.05, -0.04], [-2.09, -1.38, -0.35]],
  "nbo_charge": [0.222, -0.040, -0.598, 0.223, 0.222, 0.214, -0.581, 0.271, -0.040, 0.181, 0.227, 0.232, -0.306, -0.182, -0.046],
  "orbital_gap_ha": 0.4015,
  "lumo_energy_ev": 0.11,
  "smiles": "CC(C)(C#N)C1N=N1"
}

---

{
  "formula": "C13H47N3O9",
  "method": "wB97M-V/def2-TZVPD",
  "symbols": ["C", "C", "H", "H", "H", "H", "H", "H", "H", "H", "H", "H", "H", "O", "H", "O", "H", "H", "O", "H", "H", "N", "C", "H", "H", "H", "H", "N", "C", "H", "H", "C", "H", "C", "H", "H", "H", "H", "H", "C", "C", "O", "H", "C", "C", "H", "H", "O", "C", "H", "H", "N", "O", "H", "H", "C", "H", "H", "H", "C", "H", "O", "H", "H", "H", "H", "H", "O", "H", "H", "O", "H"],
  "positions_angstrom": [[-1.11, 1.53, 1.82], [-5.40, -0.59, -6.99], [1.05, 2.86, 0.42], [1.40, 1.76, 1.65], [5.31, -0.98, 7.38], [1.95, -1.88, 3.91], [-2.86, -0.64, -6.83], [-3.97, -0.02, -3.31], [-6.24, 0.13, -7.14], [1.52, -1.59, -0.99], [-3.62, -1.99, -6.01], [5.14, -0.54, 2.64], [0.70, -2.36, -1.96], [-0.16, -2.22, 1.59], [-5.81, -1.61, -6.99], [5.02, -0.89, 5.37], [3.77, -1.82, 6.86], [-1.56, -1.03, -4.98], [-1.34, 2.71, -0.74], [-4.25, -1.59, -0.93], [3.54, -0.69, 2.86], [1.08, 1.86, 0.68], [4.27, 0.85, 3.91], [3.04, -0.38, 5.20], [-2.60, 3.74, -1.92], [1.15, -1.92, 2.54], [-1.73, 1.46, -4.52], [-2.21, 0.99, -5.32], [-3.42, -0.93, -5.90], [3.81, 0.80, 0.89], [2.97, 2.38, 2.93], [4.79, -1.56, 6.63], [3.43, 2.52, 4.68], [-4.44, -1.68, 0.11], [-4.77, -2.76, 0.29], [4.04, 0.78, 6.00], [-3.21, -1.63, -3.17], [-0.52, 1.37, 2.72], [-0.17, 1.22, -1.47], [-0.26, 1.18, 0.62], [-3.06, -0.56, -3.37], [3.68, 0.93, -0.07], [-1.28, 2.60, 1.83], [4.08, 0.03, 5.19], [-1.73, 3.13, -1.99], [-5.22, -1.01, 0.36], [0.03, 0.09, 0.64], [-4.67, -0.24, -5.83], [3.08, 1.82, 3.86], [-2.24, -0.25, -2.67], [-1.75, 0.68, -0.72], [4.28, 0.02, 2.73], [-3.28, -1.40, 0.87], [-3.28, -0.53, 1.17], [5.31, 1.38, 3.94], [-0.90, 1.39, -0.68], [-1.99, 0.90, 1.93], [4.40, -2.15, -0.35], [-1.89, 2.28, -2.67], [-2.48, -0.44, -4.82], [-3.10, 1.53, -5.31], [2.00, -1.90, 2.95], [2.14, 1.26, 4.13], [-0.92, 3.75, -2.37], [-1.11, -2.28, 1.81], [5.31, -2.56, 6.53], [3.92, -0.73, -0.61], [3.64, -1.68, -0.53], [2.84, 1.37, -0.09], [0.01, -2.08, 0.60], [0.58, -1.85, -1.14], [-4.75, -0.31, -7.91]],
  "lowdin_charge": [-0.035, -0.132, 0.105, 0.048, 0.082, 0.033, 0.124, 0.067, 0.089, 0.044, 0.118, 0.098, 0.066, -0.084, 0.086, -0.151, 0.081, 0.139, -0.171, 0.039, 0.056, 0.049, -0.433, 0.117, 0.079, -0.043, 0.047, 0.026, -0.255, 0.010, 0.062, -0.062, 0.095, -0.131, 0.111, 0.126, 0.079, 0.071, 0.133, -0.412, -0.053, -0.098, 0.086, -0.343, -0.109, 0.068, 0.130, -0.201, -0.064, 0.058, 0.122, 0.030, -0.106, 0.020, 0.174, -0.235, 0.065, -0.013, 0.063, -0.373, 0.077, -0.059, 0.085, 0.097, 0.058, 0.108, 0.021, -0.055, -0.017, 0.045, -0.066, 0.114],
  "orbital_gap_ha": 0.3549,
  "lumo_energy_ev": 0.58,
  "smiles": "COC[C@H](C)N.COC[C@H](C)N.COC[C@H](C)N.CO.O.O.O.O.O"
}

---

We obtain relative energy (zero: lowest compared OMol25 entry of this formula, charge and spin) values of 184.6; 124.7; 337.3; 104.2 kJ/mol for the records listed above, in that order.
We obtain electronic energy values of -440.6449; -3062.5885; -358.8899; -1364.8118 hartree for the records listed above, in that order.